Entry 1:
{"formula": "CH2INO", "method": "ωB97M-V with the def2-TZVPD basis set", "species": ["C", "N", "O", "I", "H", "H"], "positions_angstrom": [[0.84814, -0.99334, 0.35474], [-1.57847, 1.39584, -0.24222], [-0.94827, 1.40761, -1.22509], [-0.18675, 0.39328, 1.46740], [1.65518, -0.47587, -0.29165], [0.21017, -1.72752, -0.06318]], "nbo_charge": [-0.69, 0.14, -0.21, 0.37, 0.21, 0.18]}



Entry 2:
{"formula": "C25H17Cl72FNO", "method": "ωB97M-V with the def2-TZVPD basis set", "charge": 1, "species": ["C", "C", "C", "C", "C", "N", "O", "C", "C", "F", "H", "H", "H", "H", "H", "H", "H", "H", "H", "H", "H", "H", "H", "H", "H", "H", "H", "C", "Cl", "Cl", "Cl", "Cl", "C", "Cl", "Cl", "Cl", "Cl", "C", "Cl", "Cl", "Cl", "Cl", "C", "Cl", "Cl", "Cl", "Cl", "C", "Cl", "Cl", "Cl", "Cl", "C", "Cl", "Cl", "Cl", "Cl", "C", "Cl", "Cl", "Cl", "Cl", "C", "Cl", "Cl", "Cl", "Cl", "C", "Cl", "Cl", "Cl", "Cl", "C", "Cl", "Cl", "Cl", "Cl", "C", "Cl", "Cl", "Cl", "Cl", "C", "Cl", "Cl", "Cl", "Cl", "C", "Cl", "Cl", "Cl", "Cl", "C", "Cl", "Cl", "Cl", "Cl", "C", "Cl", "Cl", "Cl", "Cl", "C", "Cl", "Cl", "Cl", "Cl", "C", "Cl", "Cl", "Cl", "Cl", "C", "Cl", "Cl", "Cl", "Cl"], "positions_angstrom": [[-1.17827, -5.90975, 1.16869], [-0.37364, -4.53044, 0.91063], [0.50494, -4.62995, -0.40448], [-1.27399, -3.23411, 1.03594], [-1.96460, -2.74455, -0.29462], [-3.43761, -3.01862, -0.36701], [-4.11604, -2.61290, 0.77310], [-3.77682, -4.43433, -0.68230], [-3.31125, -4.91732, -2.12161], [-3.29730, -3.83749, -3.06746], [-1.55798, -6.38339, 0.21713], [-2.09442, -5.60390, 1.78319], [-0.56515, -6.58789, 1.82392], [0.36942, -4.48384, 1.77468], [1.23642, -5.50096, -0.37144], [1.11330, -3.70863, -0.64161], [-0.17731, -4.85158, -1.29568], [-0.60723, -2.38529, 1.40713], [-2.00233, -3.41691, 1.89646], [-1.86144, -1.60802, -0.32007], [-1.50531, -3.10740, -1.25709], [-3.81395, -2.40576, -1.12083], [-4.56016, -3.38418, 1.18133], [-3.44546, -5.17497, 0.11660], [-4.91916, -4.50117, -0.68087], [-2.21990, -5.22945, -2.01573], [-3.92482, -5.76924, -2.52723], [-4.27826, -0.68969, 3.06326], [-4.59249, 0.27328, 1.60437], [-4.80606, -2.36400, 2.79105], [-2.53756, -0.67016, 3.42116], [-5.16946, -0.00195, 4.43192], [-3.34690, 2.72406, -1.79392], [-2.53001, 2.63425, -0.21918], [-3.88341, 4.38853, -2.06400], [-2.20787, 2.25643, -3.07249], [-4.77057, 1.65672, -1.82858], [6.99935, -2.59558, 2.12971], [8.76409, -2.51935, 1.96114], [6.46904, -4.28922, 2.06730], [6.51301, -1.88148, 3.68024], [6.24285, -1.68876, 0.80146], [-1.62292, 7.89360, -3.25905], [-1.70193, 6.11998, -3.14584], [-0.86155, 8.53797, -1.79304], [-0.66284, 8.36183, -4.67599], [-3.26398, 8.54625, -3.41691], [0.79476, 5.82010, -7.32635], [1.49423, 4.31466, -7.95331], [-0.16002, 6.59845, -8.60270], [-0.25840, 5.47633, -5.93125], [2.10256, 6.90636, -6.81818], [0.16426, 2.13422, 3.83506], [-0.04537, 0.63976, 4.77672], [-1.03948, 2.19248, 2.53028], [-0.04831, 3.53963, 4.89451], [1.79781, 2.18344, 3.13687], [0.30747, 0.72450, -6.05303], [-0.39541, 0.26913, -7.61576], [2.05409, 0.41110, -6.07512], [0.02075, 2.45103, -5.75624], [-0.44842, -0.24007, -4.76481], [5.08814, 2.80191, -0.86115], [5.99180, 1.41669, -1.50114], [4.05184, 3.47681, -2.13507], [4.08014, 2.27127, 0.50462], [6.22648, 4.04226, -0.30445], [10.12034, -2.76325, 5.76932], [9.53910, -1.10555, 5.51034], [10.19825, -3.10135, 7.51046], [9.00586, -3.90702, 4.99478], [11.73711, -2.93944, 5.05948], [0.43996, -3.54164, 4.70772], [0.23416, -5.02422, 5.65553], [-0.75720, -3.51136, 3.39246], [0.20971, -2.12933, 5.76178], [2.07507, -3.50230, 4.01900], [-5.15105, -3.45202, -6.55857], [-4.77940, -5.06160, -7.20652], [-5.68958, -2.40306, -7.88847], [-6.46187, -3.58870, -5.36741], [-3.71282, -2.81052, -5.74893], [-8.37200, 2.48528, 4.06878], [-7.94889, 3.84491, 5.12763], [-9.61542, 3.00011, 2.91173], [-6.92608, 1.94964, 3.18803], [-8.99478, 1.14293, 5.04908], [7.33983, 0.81562, 8.12148], [8.32845, -0.48288, 8.81671], [6.37693, 1.57842, 9.40193], [8.39779, 2.02907, 7.37412], [6.25377, 0.13836, 6.88915], [-5.91138, 9.06591, -6.88985], [-6.09124, 10.02123, -8.37416], [-6.66329, 7.47376, -7.11548], [-4.18731, 8.85857, -6.52322], [-6.70351, 9.90887, -5.54342], [9.69170, 0.20705, -0.77968], [10.70041, -1.08600, -0.10688], [8.73927, 0.94502, 0.52394], [10.72191, 1.44077, -1.52974], [8.59988, -0.48097, -2.00285], [-7.15744, 1.21414, -5.34061], [-6.70019, -0.39329, -5.94128], [-7.89025, 2.14229, -6.66301], [-8.34050, 1.01818, -4.03035], [-5.74788, 2.12005, -4.74200], [2.58014, 6.81228, -0.55797], [3.41657, 5.40766, 0.13638], [1.78083, 7.72497, 0.73782], [3.75706, 7.85617, -1.37810], [1.36481, 6.25920, -1.72667], [2.60804, -7.10333, 8.40351], [3.28537, -8.74249, 8.42497], [0.91458, -7.17000, 7.87209], [2.68849, -6.40743, 10.03311], [3.53991, -6.09160, 7.28059]], "mulliken_charge": [-1.17, 0.95, -1.35, -0.45, -1.13, -0.13, -0.12, -0.64, -0.43, -0.24, 0.24, 0.25, 0.37, 0.09, 0.36, 0.33, 0.24, 0.64, 0.17, 0.39, 0.43, 0.44, 0.39, 0.34, 0.57, 0.10, 0.38, 0.12, 0.03, -0.17, 0.13, -0.03, -0.02, 0.04, -0.04, 0.11, -0.08, 0.10, 0.01, -0.10, 0.05, -0.02, 0.16, 0.07, -0.05, -0.09, -0.07, 0.26, -0.11, -0.09, 0.04, -0.09, 0.00, 0.01, 0.06, -0.09, -0.03, 0.13, -0.10, -0.10, 0.05, -0.01, 0.03, -0.04, 0.03, 0.05, -0.07, 0.28, -0.03, -0.11, -0.06, -0.09, 0.20, -0.02, 0.03, -0.10, -0.14, 0.22, -0.10, -0.09, -0.10, 0.01, 0.26, -0.09, -0.10, 0.02, -0.10, 0.25, -0.03, -0.11, -0.09, -0.02, 0.30, -0.10, -0.09, -0.01, -0.10, 0.28, -0.09, -0.03, -0.09, -0.09, 0.15, 0.06, -0.10, -0.10, 0.00, 0.18, 0.00, -0.11, -0.11, 0.04, 0.34, -0.08, -0.11, -0.08, -0.06]}



Number 1: electronic energy -466.7938 Eh. Number 2: electronic energy -34325.7758 Eh.